ORCA calculation (wB97M-V/def2-TZVPD) on C2H4N4 in the gas phase.

- LUMO level (eV) = -0.019
- HOMO-LUMO gap (eV) = 8.8
- energy above the lowest of the compared OMol25 structures with the same formula, charge and spin (kJ/mol) = 374.92
- maximum force (eV/Å) = 0.62
- SMILES = [H]/N=N/C=N\N=C
- E_HOMO (eV) = -8.87
- electronic energy (Eh) = -297.50151

Element x y z (Å)
1 C -1.6958 0.4240 0.6235
2 N -0.5553 0.7263 0.1656
3 N 0.6029 0.7016 0.8419
4 C 1.5916 0.0959 0.2794
5 N 1.4451 -0.5248 -0.9694
6 N 0.3055 -1.0257 -1.0723
7 H -1.8791 -0.0261 1.5973
8 H 0.1113 -1.2118 -2.0625
9 H -2.5246 0.5885 -0.0613
10 H 2.5984 0.2521 0.6578

Forces on atoms 1 to 3 (eV/Å):
0.282 0.187 -0.041
-0.550 0.232 0.171
0.164 -0.094 -0.156

Formally, the Löwdin partial charges of the atoms, in units of the elementary charge, are as follows: atom 1 (C): -0.05, atom 2 (N): -0.10, atom 3 (N): 0.03, atom 4 (C): -0.22, atom 5 (N): -0.04, atom 6 (N): 0.07, atom 7 (H): 0.07, atom 8 (H): 0.07, atom 9 (H): 0.07, atom 10 (H): 0.10